Entry 1:
The following is a quantum chemistry calculation of 2 unconnected molecules or ions with the total composition C3H7NO in a non-equilibrium geometry, from the OMol25 dataset.

Calculated values
Relative energy (zero: lowest compared OMol25 entry of this formula, charge and spin), kcal/mol: 162.79
Highest occupied orbital energy (alpha / beta), eV: -8.85 / -8.00
LUMO level (alpha / beta), eV: 0.3217 / -0.6229
Energy, a.u.: -248.26708

Bonds (Å) are listed after each position.
Element x y z (Å)
1 C -0.133 0.168 1.184  C2 1.417, H6 1.046
2 C 1.097 -0.421 1.570  C1 1.417, H7 1.092, H8 1.166, H9 1.055
3 C -1.073 0.623 -1.591  N4 1.411, H10 1.101, H11 1.124, H12 1.105
4 N -0.253 -0.245 -0.839  C3 1.411, O5 1.271
5 O 0.790 -0.753 -1.357  N4 1.271
6 H -0.991 -0.232 1.630  C1 1.046
7 H 1.863 0.280 1.908  C2 1.092
8 H 1.507 -0.851 0.567  C2 1.166
9 H 0.996 -1.187 2.288  C2 1.055
10 H -0.362 1.398 -1.917  C3 1.101
11 H -1.896 1.089 -0.983  C3 1.124
12 H -1.545 0.130 -2.459  C3 1.105



Entry 2:
The following is a quantum chemistry calculation of a single C3H7NO molecule, from the OMol25 dataset.

Calculated values
Relative energy (zero: lowest compared OMol25 entry of this formula, charge and spin), kcal/mol: 40.19
Highest occupied orbital energy, eV: -10.06
SMILES: C/N=C/CO
LUMO level, eV: 1.0707
Energy, a.u.: -248.46245

Bonds (Å) are listed after each position.
Element x y z (Å)
1 C -1.777 0.673 0.204  N2 1.435, H6 1.095, H7 1.098, H8 1.089
2 N -0.369 0.620 -0.070  C1 1.435, C3 1.262
3 C 0.140 -0.449 -0.508  N2 1.262, C4 1.504, H9 1.101
4 C 1.590 -0.664 -0.171  C3 1.504, O5 1.393, H10 1.105, H11 1.095
5 O 2.118 0.449 0.480  C4 1.393, H12 0.978
6 H -1.832 0.524 1.287  C1 1.095
7 H -2.361 -0.123 -0.277  C1 1.098
8 H -2.196 1.652 -0.021  C1 1.089
9 H -0.448 -1.280 -0.928  C3 1.101
10 H 1.553 -1.536 0.507  C4 1.105
11 H 2.213 -0.945 -1.026  C4 1.095
12 H 1.370 1.078 0.523  O5 0.978



Entry 3:
The following is a quantum chemistry calculation of a single C3H7NO molecule, from the OMol25 dataset.

Calculated values
Relative energy (zero: lowest compared OMol25 entry of this formula, charge and spin), kcal/mol: 32.08
Highest occupied orbital energy, eV: -10.00
SMILES: [H]/N=C/OCC
LUMO level, eV: 1.1232
Energy, a.u.: -248.47538

Bonds (Å) are listed after each position.
Element x y z (Å)
1 H -2.204 1.264 0.233  N2 1.001
2 N -1.359 0.737 0.344  H1 1.001, C3 1.262
3 C -1.474 -0.513 0.213  N2 1.262, O4 1.336, H7 1.104
4 O -0.383 -1.262 0.401  C3 1.336, C5 1.479
5 C 0.818 -0.447 0.691  O4 1.479, C6 1.511, H8 1.100, H9 1.084
6 C 1.596 -0.358 -0.601  C5 1.511, H10 1.095, H11 1.097, H12 1.090
7 H -2.382 -1.087 -0.040  C3 1.104
8 H 0.635 0.566 1.076  C5 1.100
9 H 1.280 -1.026 1.483  C5 1.084
10 H 2.590 0.076 -0.453  C6 1.095
11 H 1.061 0.271 -1.324  C6 1.097
12 H 1.687 -1.364 -1.008  C6 1.090



Entry 4:
The following is a quantum chemistry calculation of 2 unconnected molecules or ions with the total composition C3H7NO in a non-equilibrium geometry, from the OMol25 dataset.

Calculated values
Relative energy (zero: lowest compared OMol25 entry of this formula, charge and spin), kcal/mol: 130.31
Highest occupied orbital energy, eV: -9.15
LUMO level, eV: 0.2805
Energy, a.u.: -248.31883

Bonds (Å) are listed after each position.
Element x y z (Å)
1 O 2.022 0.554 0.301  C2 1.359, H6 0.983
2 C 1.217 -0.381 -0.269  O1 1.359, C3 1.502, H8 1.122
3 C -0.224 -0.133 -0.614  C2 1.502, C4 1.478, N5 1.461, H9 1.090
4 C -1.299 -0.121 0.400  C3 1.478, N5 1.449, H10 1.092, H11 1.087
5 N -0.786 1.126 -0.130  C3 1.461, C4 1.449, H12 1.015
6 H 1.596 0.390 1.172  O1 0.983
7 H 0.936 -0.941 1.295  no bonds
8 H 1.731 -0.813 -1.168  C2 1.122
9 H -0.508 -0.501 -1.601  C3 1.090
10 H -0.985 -0.346 1.422  C4 1.092
11 H -2.285 -0.468 0.102  C4 1.087
12 H -1.410 1.519 -0.828  N5 1.015



Entry 5:
The following is a quantum chemistry calculation of a single C3H7NO molecule in a non-equilibrium geometry, from the OMol25 dataset.

Calculated values
Relative energy (zero: lowest compared OMol25 entry of this formula, charge and spin), kcal/mol: 40.00
Highest occupied orbital energy, eV: -9.40
SMILES: CN(C)C=O
LUMO level, eV: 0.8138
Energy, a.u.: -248.46275

Bonds (Å) are listed after each position.
Element x y z (Å)
1 C -1.290 -0.861 0.833  N2 1.468, H6 1.127, H7 1.213, H8 1.111
2 N -0.117 -0.291 0.160  C1 1.468, C3 1.510, C4 1.334
3 C 1.148 -0.100 0.962  N2 1.510, H9 1.198, H10 1.159, H11 1.129
4 C -0.243 0.342 -1.007  N2 1.334, O5 1.204, H12 1.166
5 O 0.619 1.088 -1.396  C4 1.204
6 H -1.694 -1.850 0.476  C1 1.127
7 H -0.992 -0.969 2.004  C1 1.213
8 H -2.099 -0.106 0.938  C1 1.111
9 H 2.073 -0.130 0.201  C3 1.198
10 H 1.130 0.967 1.416  C3 1.159
11 H 1.000 -0.865 1.778  C3 1.129
12 H -1.247 0.001 -1.492  C4 1.166



Entry 6:
The following is a quantum chemistry calculation of a single C3H7NO molecule in a non-equilibrium geometry, from the OMol25 dataset.

Calculated values
Relative energy (zero: lowest compared OMol25 entry of this formula, charge and spin), kcal/mol: 82.22
Highest occupied orbital energy, eV: -9.66
SMILES: OC1CNC1
LUMO level, eV: 0.9737
Energy, a.u.: -248.39547

Bonds (Å) are listed after each position.
Element x y z (Å)
1 O 1.296 0.857 1.167  C2 1.408, H6 1.097
2 C 0.480 -0.216 0.760  O1 1.408, C3 1.567, C5 1.576, H7 1.040
3 C 0.531 -0.476 -0.785  C2 1.567, N4 1.496, H8 1.278, H9 1.196
4 N -0.512 0.581 -0.960  C3 1.496, C5 1.505, H10 1.009
5 C -0.993 0.233 0.422  C2 1.576, N4 1.505, H11 1.130, H12 1.120
6 H 1.435 1.490 0.282  O1 1.097
7 H 0.687 -1.017 1.389  C2 1.040
8 H 1.562 -0.659 -1.517  C3 1.278
9 H -0.140 -1.465 -0.795  C3 1.196
10 H -1.299 0.277 -1.513  N4 1.009
11 H -1.435 1.088 1.014  C5 1.130
12 H -1.613 -0.693 0.536  C5 1.120



Entry 7:
The following is a quantum chemistry calculation of a single C3H7NO molecule in a non-equilibrium geometry, from the OMol25 dataset.

Calculated values
Relative energy (zero: lowest compared OMol25 entry of this formula, charge and spin), kcal/mol: 52.07
Highest occupied orbital energy, eV: -9.58
SMILES: NC1COC1
LUMO level, eV: 0.9702
Energy, a.u.: -248.44352

Bonds (Å) are listed after each position.
Element x y z (Å)
1 N -0.014 -1.229 -1.361  C2 1.473, H6 1.029, H7 1.063
2 C 0.502 -0.301 -0.340  N1 1.473, C3 1.560, C5 1.543, H8 1.114
3 C -0.099 -0.433 1.094  C2 1.560, O4 1.465, H9 1.108, H10 1.067
4 O -0.369 1.007 1.120  C3 1.465, C5 1.442
5 C -0.132 1.105 -0.299  C2 1.543, O4 1.442, H11 1.133, H12 1.092
6 H 0.116 -0.779 -2.277  N1 1.029
7 H 0.601 -2.095 -1.339  N1 1.063
8 H 1.613 -0.254 -0.269  C2 1.114
9 H 0.578 -0.757 1.909  C3 1.108
10 H -0.984 -1.024 1.158  C3 1.067
11 H 0.597 1.929 -0.567  C5 1.133
12 H -1.096 1.294 -0.778  C5 1.092



Entry 8:
The following is a quantum chemistry calculation of a single C3H7NO molecule in a non-equilibrium geometry, from the OMol25 dataset.

Calculated values
Relative energy (zero: lowest compared OMol25 entry of this formula, charge and spin), kcal/mol: 69.64
Highest occupied orbital energy, eV: -8.30
SMILES: OC1CNC1
LUMO level, eV: 1.0991
Energy, a.u.: -248.41552

Bonds (Å) are listed after each position.
Element x y z (Å)
1 O 1.958 -0.045 -0.192  C2 1.473, H6 1.004
2 C 0.689 -0.133 0.549  O1 1.473, C3 1.545, C5 1.605, H7 1.128
3 C -0.422 -1.054 -0.004  C2 1.545, N4 1.384, H8 1.120, H9 1.106
4 N -1.255 0.038 -0.175  C3 1.384, C5 1.474, H10 1.048
5 C -0.262 1.086 0.119  C2 1.605, N4 1.474, H11 1.165, H12 1.008
6 H 1.809 0.240 -1.143  O1 1.004
7 H 0.987 -0.162 1.636  C2 1.128
8 H -0.146 -1.626 -0.926  C3 1.120
9 H -0.743 -1.810 0.737  C3 1.106
10 H -2.235 0.254 -0.476  N4 1.048
11 H 0.232 1.429 -0.879  C5 1.165
12 H -0.612 1.784 0.756  C5 1.008



Entry 9:
The following is a quantum chemistry calculation of 2 unconnected molecules or ions with the total composition C3H7NO in a non-equilibrium geometry, from the OMol25 dataset.

Calculated values
Relative energy (zero: lowest compared OMol25 entry of this formula, charge and spin), kcal/mol: 54.42
Multiplicity: 2
Highest occupied orbital energy (alpha / beta), eV: -12.45 / -12.45
LUMO level (alpha / beta), eV: -5.6261 / -9.1428
Net charge: +1
Energy, a.u.: -248.08221

Bonds (Å) are listed after each position.
Element x y z (Å)
1 O -2.812 -2.606 2.731  C2 1.195
2 C -2.507 -1.516 3.115  O1 1.195, H3 1.106, H4 1.102
3 H -1.926 -0.844 2.456  C2 1.106
4 H -2.668 -1.214 4.163  C2 1.102
5 C 0.568 0.264 -2.189  N7 1.420, H8 1.090, H9 1.101, H10 1.094
6 C 2.209 1.462 -0.838  N7 1.242, H11 1.091, H12 1.094
7 N 1.733 1.023 -1.898  C5 1.420, C6 1.242
8 H 0.849 -0.777 -2.350  C5 1.090
9 H -0.225 0.306 -1.427  C5 1.101
10 H -0.027 0.557 -3.059  C5 1.094
11 H 3.182 1.952 -0.788  C6 1.091
12 H 1.625 1.393 0.084  C6 1.094



Entry 10:
The following is a quantum chemistry calculation of a gas-phase ion, C3H7NO2 (charge -1) in a non-equilibrium geometry, from the OMol25 dataset.

Calculated values
Relative energy (zero: lowest compared OMol25 entry of this formula, charge and spin), kcal/mol: 47.99
Multiplicity: 2
Highest occupied orbital energy (alpha / beta), eV: 0.33 / -3.65
LUMO level (alpha / beta), eV: 4.4766 / 4.2124
Net charge: -1
Energy, a.u.: -323.65645

Bonds (Å) are listed after each position.
Element x y z (Å)
1 O 0.703 -0.570 2.158  C2 1.233
2 C -0.107 -0.066 1.376  O1 1.233, C3 1.525, H7 1.099
3 C -0.151 -0.431 -0.104  C2 1.525, C4 1.604, N6 1.488, H8 1.031
4 C 0.187 0.842 -1.019  C3 1.604, O5 1.472, H9 1.143, H10 1.069
5 O -0.775 1.946 -0.882  C4 1.472, H11 0.944
6 N 0.622 -1.698 -0.216  C3 1.488, H12 1.024, H13 1.062
7 H -1.064 0.381 1.679  C2 1.099
8 H -1.146 -0.506 -0.365  C3 1.031
9 H 0.401 0.646 -2.125  C4 1.143
10 H 1.044 1.113 -0.440  C4 1.069
11 H -0.492 2.646 -0.315  O5 0.944
12 H -0.077 -2.372 -0.541  N6 1.024
13 H 0.854 -1.929 0.794  N6 1.062



Entry 11:
The following is a quantum chemistry calculation of a single C3H7NO2 molecule, from the OMol25 dataset.

Calculated values
Relative energy (zero: lowest compared OMol25 entry of this formula, charge and spin), kcal/mol: 26.64
Highest occupied orbital energy, eV: -10.27
SMILES: [H]/N=C(/O)CCO
LUMO level, eV: 0.7706
Energy, a.u.: -323.73852

Bonds (Å) are listed after each position.
Element x y z (Å)
1 H 0.028 -1.690 -0.559  N2 1.016
2 N -0.853 -1.330 -0.914  H1 1.016, C3 1.268
3 C -0.991 -0.097 -0.647  N2 1.268, O4 1.350, C5 1.510
4 O -2.125 0.533 -1.018  C3 1.350, H8 0.973
5 C -0.042 0.867 0.024  C3 1.510, C6 1.520, H9 1.096, H10 1.097
6 C 1.228 0.236 0.572  C5 1.520, O7 1.418, H11 1.101, H12 1.097
7 O 0.915 -0.611 1.666  C6 1.418, H13 0.962
8 H -2.678 -0.146 -1.442  O4 0.973
9 H -0.579 1.369 0.836  C5 1.096
10 H 0.214 1.641 -0.710  C5 1.097
11 H 1.762 -0.297 -0.229  C6 1.101
12 H 1.895 1.031 0.929  C6 1.097
13 H 1.225 -1.506 1.493  O7 0.962



Entry 12:
The following is a quantum chemistry calculation of 3 unconnected molecules or ions with the total composition C3H7NO2 in a non-equilibrium geometry, from the OMol25 dataset.

Calculated values
Relative energy (zero: lowest compared OMol25 entry of this formula, charge and spin), kcal/mol: 116.00
Highest occupied orbital energy, eV: -9.74
LUMO level, eV: -0.0983
Energy, a.u.: -323.59611

Bonds (Å) are listed after each position.
Element x y z (Å)
1 O 1.118 2.218 -0.326  C2 1.362
2 C 0.075 1.534 0.222  O1 1.362, C3 1.499, H8 1.113, H9 1.111
3 C 0.168 0.092 -0.176  C2 1.499, N4 1.377, H10 1.092
4 N -0.746 -0.864 0.209  C3 1.377, C5 1.394, H12 1.009
5 C -0.334 -2.133 0.614  N4 1.394, O6 1.210, H13 1.103
6 O 0.817 -2.461 0.798  C5 1.210
7 H 1.245 1.431 -1.412  no bonds
8 H -0.934 1.951 0.008  C2 1.113
9 H 0.162 1.506 1.330  C2 1.111
10 H 1.156 -0.372 -0.191  C3 1.092
11 H 0.214 0.566 -1.891  no bonds
12 H -1.728 -0.684 0.068  N4 1.009
13 H -1.213 -2.785 0.747  C5 1.103